# 1
Computed, not measured: a cluster of 10 separate species, C23H66O10 in total in a non-equilibrium geometry, with the ωB97M-V functional and the def2-TZVPD basis.

Atoms and positions in Å:
C 12.19111 6.11946 16.31032
C 11.96676 6.12620 17.81315
C 10.52445 5.99050 18.18609
O 12.54532 4.96979 18.44636
H 11.46792 6.83228 15.87318
H 11.99466 5.20136 15.79333
H 13.13290 6.55816 16.03654
H 12.39051 7.04778 18.19286
H 10.24427 6.02296 19.23477
H 10.15440 5.01329 17.79160
H 9.90772 6.72550 17.65805
H 13.46056 4.86844 18.29485
C 18.54305 8.94008 12.39457
C 18.87055 10.42037 12.42788
C 17.80720 11.39377 12.03688
O 19.43141 10.59304 13.77822
H 19.48942 8.37280 12.38173
H 17.99742 8.69893 11.51024
H 17.94500 8.66964 13.23777
H 19.68886 10.68729 11.77604
H 17.57451 11.28436 10.98742
H 18.24554 12.36348 12.09221
H 16.95788 11.47527 12.71555
H 20.03882 11.34483 13.83368
C 12.58318 9.73995 14.32782
C 12.58289 11.11956 13.59216
C 13.99756 11.46855 13.14235
O 11.67759 11.08173 12.47848
H 11.58839 9.41734 14.63999
H 13.27909 9.68014 15.18563
H 12.91889 8.92836 13.65420
H 12.27470 11.92909 14.31630
H 14.44522 10.75030 12.44885
H 14.53315 11.44225 14.08550
H 13.89749 12.47455 12.69761
H 10.82708 10.72504 12.79465
C 8.64970 11.47501 10.51093
C 7.37855 12.09522 10.97341
O 7.21585 11.82992 12.40494
H 8.60953 10.39429 10.72267
H 9.53782 11.94268 10.91863
H 8.73937 11.57954 9.44384
H 6.50347 11.74780 10.39544
H 7.43217 13.14932 10.85210
H 6.33760 12.07146 12.76204
C 15.18286 14.20936 17.71164
C 15.32464 13.81914 16.22780
O 14.41244 14.58427 15.38828
H 14.13013 13.92110 17.97760
H 15.39863 15.24753 17.98840
H 15.78401 13.57074 18.36692
H 15.02592 12.80295 16.15495
H 16.38218 13.88754 15.90300
H 14.86114 15.41173 15.12793
C 12.27032 12.58701 9.15917
C 13.35182 11.44889 9.41754
O 12.98163 10.42248 10.25474
H 11.35686 12.09329 8.77260
H 12.69270 13.25531 8.41330
H 11.93107 13.14913 10.05745
H 14.26893 11.92020 9.82909
H 13.67296 11.01130 8.46338
H 12.49954 10.77287 11.03171
C 12.20983 11.40957 17.64376
C 11.26152 12.53642 18.21003
O 10.14799 12.67589 17.36396
H 13.06537 11.23038 18.32669
H 12.60583 11.66151 16.67276
H 11.65632 10.45020 17.56286
H 11.92510 13.42642 18.25611
H 10.76453 12.23751 19.12298
H 10.44656 13.03941 16.50630
C 9.29078 14.50973 13.91763
C 10.73748 14.98459 14.05334
O 11.36036 14.12479 14.97722
H 9.28169 13.46909 13.65623
H 8.85130 15.09103 13.08146
H 8.70444 14.64523 14.83521
H 10.77087 15.98998 14.41018
H 11.23625 14.80922 13.10596
H 12.30340 14.38070 15.01931
C 10.17102 7.55522 11.26003
C 11.16415 7.18892 10.17844
O 11.38972 8.22567 9.23486
H 10.61072 8.34019 11.86461
H 9.91269 6.68015 11.91924
H 9.21859 7.88582 10.82438
H 10.86658 6.32271 9.60051
H 12.06893 6.82346 10.62307
H 12.05526 8.90304 9.61147
C 8.82772 8.83316 15.68743
C 8.24082 9.85424 14.76460
O 9.20273 10.35489 13.83373
H 9.27997 8.08687 14.99416
H 8.09524 8.41386 16.36961
H 9.62611 9.35604 16.24484
H 7.77589 10.70898 15.28516
H 7.40636 9.45109 14.20641
H 8.69818 10.78564 13.12736

## Properties
- LUMO level (Ha) = 0.0139
- DFT total energy (eV) = -45394.049
- 2S+1 = 1
- SMILES = CC(C)O.CC(C)O.CC(C)O.CCO.CCO.CCO.CCO.CCO.CCO.CCO
- relative energy (zero: lowest compared OMol25 entry of this formula, charge and spin) (kcal per mole) = 19.5
- orbital gap (eV) = 9.829



# 2
Computed, not measured: a cluster of 11 separate species, C23H69O24P in total in a non-equilibrium geometry, with the ωB97M-V functional and the def2-TZVPD basis.

Atoms and positions in Å:
C -8.06303 4.20676 4.77960
O -6.76326 4.21418 4.14430
P -6.14985 2.86833 3.34752
O -7.13513 2.02324 2.60927
O -4.87923 3.41443 2.43104
C -5.13308 3.94269 1.11469
O -5.29077 2.04069 4.50272
C -5.94950 1.21973 5.43394
H -8.62264 3.38179 4.33872
H -8.50736 5.20118 4.73699
H -7.98096 3.89841 5.82184
H -6.18419 4.13847 0.90269
H -4.80413 3.28662 0.30878
H -4.61086 4.89191 0.99486
H -7.01927 1.06908 5.28889
H -5.83066 1.55740 6.46347
H -5.44831 0.25579 5.34607
O -3.94234 -6.71240 2.58174
C -2.91961 -5.77063 2.97538
C -1.80490 -5.72002 1.87380
O -0.81920 -6.80081 1.97169
H -3.67414 -7.58542 2.87756
H -3.51259 -4.85604 2.97500
H -2.56796 -5.92498 3.99550
H -1.32076 -4.75603 2.03008
H -2.30938 -5.69284 0.90795
H -0.06993 -6.63966 1.39357
O 1.13659 -5.31743 -5.00607
C 0.67925 -4.04252 -4.54100
C -0.78458 -3.75680 -5.06483
O -1.34831 -2.54977 -4.61710
H 0.75616 -6.00613 -4.45602
H 0.65663 -4.03622 -3.45125
H 1.39156 -3.25773 -4.79562
H -1.48230 -4.53160 -4.74707
H -0.79768 -3.95307 -6.13694
H -2.29114 -2.54920 -4.79788
O -6.44195 -4.20302 -1.52705
C -6.77009 -2.78517 -1.28461
C -7.51489 -2.14315 -2.48754
O -6.74073 -2.33323 -3.67326
H -6.20768 -4.59597 -0.68308
H -7.36891 -2.64495 -0.38469
H -5.80852 -2.30569 -1.10136
H -7.59541 -1.07010 -2.31380
H -8.48941 -2.63029 -2.52054
H -6.95822 -3.08805 -4.22512
O 0.71692 0.73418 -1.46603
C 0.80928 -0.06215 -0.26082
C 2.24196 -0.15831 0.28407
O 3.00062 -1.15039 -0.38583
H 0.46646 0.16672 -2.19876
H 0.19685 0.36628 0.53261
H 0.37956 -1.03983 -0.47891
H 2.17332 -0.40980 1.34243
H 2.71048 0.80767 0.09566
H 3.91273 -0.86093 -0.46241
O 0.62053 -2.14898 10.32105
C 0.57979 -0.90181 9.59469
C 1.53991 -0.91604 8.41393
O 0.94210 -1.22237 7.13750
H 0.74435 -1.90284 11.24066
H -0.43880 -0.66471 9.28752
H 0.87946 -0.12784 10.30127
H 2.44070 -1.52113 8.51660
H 1.95628 0.09048 8.37339
H 1.11448 -2.16068 7.03043
O 8.02364 -0.21279 -1.84512
C 8.45402 0.52814 -2.99097
C 7.19630 0.85203 -3.83586
O 7.52401 1.22916 -5.18947
H 8.80881 -0.45960 -1.35094
H 9.06166 1.39808 -2.74186
H 9.14679 -0.19699 -3.41799
H 6.64917 1.65410 -3.34045
H 6.50515 0.03538 -4.04443
H 6.76448 1.63911 -5.60978
O 0.90242 6.24818 -0.69070
C 0.91589 7.11835 -1.77143
C 0.97793 8.60406 -1.33518
O 1.08753 9.53478 -2.37703
H 0.61026 5.39144 -1.01046
H 1.75200 6.84986 -2.41713
H 0.02130 7.06877 -2.39220
H 1.78504 8.75393 -0.61810
H 0.06096 8.72255 -0.75792
H 0.33054 9.42845 -2.95777
O 0.85576 2.36901 -10.29310
C 1.21611 1.91855 -9.01416
C 1.92558 3.00469 -8.14461
O 3.20766 3.18652 -8.66027
H 1.59112 2.37873 -10.91015
H 0.26097 1.68054 -8.54603
H 1.90887 1.08530 -9.13198
H 2.08383 2.75641 -7.09512
H 1.42235 3.97156 -8.14787
H 3.02978 3.54230 -9.53399
O 6.17886 -7.67498 -3.52807
C 6.24050 -8.26178 -2.22732
C 6.01447 -7.23624 -1.06662
O 4.70101 -6.76939 -1.07063
H 5.38629 -7.15418 -3.67702
H 5.48808 -9.04798 -2.16505
H 7.16292 -8.80961 -2.03467
H 6.78618 -6.47283 -1.16538
H 6.10962 -7.73773 -0.10352
H 4.79982 -5.81745 -1.14575
O 2.53933 6.02795 4.13309
C 2.03895 5.12400 5.10569
C 0.62162 5.39872 5.51482
O 0.38952 6.63576 6.24347
H 1.99437 5.86175 3.36044
H 2.08618 4.09195 4.75822
H 2.65860 5.06360 6.00038
H 0.18564 4.53334 6.01397
H 0.04867 5.49214 4.59226
H 0.79514 6.40301 7.08186

## Properties
- LUMO level (Ha) = -0.0003
- DFT total energy (eV) = -83391.688
- 2S+1 = 1
- SMILES = COP(=O)(OC)OC.OCCO.OCCO.OCCO.OCCO.OCCO.OCCO.OCCO.OCCO.OCCO.OCCO
- orbital gap (eV) = 10.003